1.
The following is a DFT calculation (the ωB97M-V functional and the def2-TZVPD basis) of a molecular structure, C28H50AlBr2CaCl2ILiN4O11P.

CARTESIAN COORDINATES (ANGSTROEM)
C -4.1447 2.7946 1.2633
C -5.3009 1.7929 0.6396
I -4.4058 0.0290 -0.3678
C -6.4916 1.3978 1.7064
Al -6.1338 -0.2932 2.8107
C -4.5017 -0.1875 4.0557
C -3.6314 -1.6031 3.9538
O -3.6188 -2.0546 2.5307
C -2.0427 -1.4169 4.3734
N -1.8517 -1.1486 5.8736
N -7.6974 -0.7045 3.9248
C -7.5839 -2.0807 4.1593
O -7.5367 -3.4316 4.0978
H -3.1589 2.5735 0.6282
H -3.9813 2.6234 2.4231
H -4.4679 3.9218 1.0467
H -5.8361 2.4247 -0.2203
H -6.8099 2.3243 2.3881
H -7.4560 1.1693 1.0425
H -6.0637 -1.5099 1.7566
H -3.8150 0.7453 3.8851
H -4.9259 -0.1228 5.1694
H -4.1194 -2.4560 4.6255
H -3.8620 -3.0458 2.4814
H -1.4815 -0.6441 3.6888
H -1.5086 -2.4644 4.1819
H -0.8069 -1.0219 5.9817
H -2.1046 -2.0668 6.3268
C 0.0769 2.9122 -1.9101
C -1.1594 2.9951 -1.4090
C -1.7023 4.2768 -0.9174
O -2.8330 4.3532 -0.4567
C -0.8273 5.4630 -1.0025
C 0.4089 5.3801 -1.5036
C 0.9519 4.0984 -1.9952
O 2.0826 4.0219 -2.4559
H 0.4907 1.9798 -2.2743
H -1.8138 2.1344 -1.3405
H -1.2411 6.3954 -0.6383
H 1.0633 6.2408 -1.5721
O -0.1560 -1.5067 -2.7563
P 1.1140 -2.2291 -3.2687
O 0.8926 -1.7861 -4.8505
C 1.2308 -0.4596 -5.2124
C 2.7347 -0.2817 -5.2843
O 0.3312 -3.6957 -3.3651
C -0.7283 -4.0405 -2.4865
C -2.0552 -3.8773 -3.2052
O 2.5329 -3.0364 -3.8413
C 2.6549 -4.4371 -4.0208
C 2.1411 -4.8615 -5.3855
H 0.7850 0.2502 -4.5085
H 0.7929 -0.2689 -6.1967
H 3.1856 -0.3886 -4.2929
H 2.9898 0.7078 -5.6728
H 3.1855 -1.0444 -5.9278
H -0.6891 -3.4645 -1.5579
H -0.5952 -5.0925 -2.2102
H -2.1959 -2.8521 -3.5606
H -2.8898 -4.1368 -2.5484
H -2.0905 -4.5208 -4.0903
H 2.1904 -4.9942 -3.2013
H 3.7246 -4.6667 -3.9701
H 1.0795 -4.6317 -5.5149
H 2.2810 -5.9363 -5.5324
H 2.6745 -4.3264 -6.1776
C 4.5826 0.7176 4.5183
C 4.2348 2.1267 4.0780
N 3.8695 2.1977 2.6588
C 2.8043 2.9155 2.1330
C 2.8373 2.7415 0.7776
N 3.9227 1.9266 0.5078
C 4.5446 1.6149 1.6536
C 4.3503 1.4664 -0.8074
H 5.4443 0.3299 3.9663
H 4.8318 0.6993 5.5835
H 3.7416 0.0385 4.3456
H 5.0838 2.8008 4.2355
H 3.3936 2.4980 4.6748
H 2.1578 3.4645 2.7960
H 2.2284 3.0979 -0.0342
H 5.4309 0.9990 1.7454
H 4.3064 0.3738 -0.8309
H 5.3762 1.8001 -0.9831
H 3.6970 1.8740 -1.5823
Ca -4.2177 -0.6663 -2.9233
Br 1.7886 -1.2733 5.9913
C 1.3747 -3.1739 6.1384
C 2.6260 -3.9896 6.3658
Br 3.6371 -4.2060 4.7119
H 0.8325 -3.4537 5.2311
H 0.7020 -3.2521 6.9972
H 2.3721 -5.0061 6.6786
H 3.3055 -3.5475 7.0996
C 2.5942 3.2387 -7.1501
O 3.7445 2.8651 -7.4837
O 2.3194 4.4299 -7.6626
O 1.7157 2.6906 -6.4475
H 3.1974 4.4721 -8.0931
Cl 1.7557 -5.0720 -7.6578
Li 0.7368 7.5437 -0.7773
Cl -0.6018 4.4999 1.2324

Atoms 1-3, force components in eV/Å:
0.4 -0.9 -0.5
-2.9 4.6 1.9
0.0 0.2 1.8

Output
Energy ... -9778.0250 a.u.
LUMO energy ... -3.5 eV
Spin multiplicity ... 1
HOMO energy ... -5.35 eV
Gap between HOMO and LUMO ... 0.067 hartree
Energy above the lowest of the compared OMol25 structures with the same formula, charge and spin ... 9.575 eV


2.
The following is a DFT calculation (the ωB97M-V functional and the def2-TZVPD basis) of a molecular structure, C29H33F5NO25S2.

CARTESIAN COORDINATES (ANGSTROEM)
O -0.4517 0.3632 -0.8407
S 0.5352 -0.6901 -0.9793
O 1.5471 -0.6685 0.0571
N 1.1560 -0.5593 -2.4545
S 1.6610 -1.9177 -3.0959
O 1.5567 -1.8429 -4.5310
O 1.1138 -3.1180 -2.5005
C 3.5180 -1.9251 -2.8192
F 4.1129 -2.4020 -3.9320
F 3.7926 -2.7630 -1.8021
C 4.0097 -0.5235 -2.5443
C 4.3408 -0.1371 -1.2527
C 4.7568 1.1679 -1.0220
C 4.8169 2.0635 -2.0774
C 4.4817 1.6628 -3.3657
C 4.5032 2.6262 -4.5073
F 4.7617 3.8770 -4.1149
F 5.3586 2.3114 -5.4819
F 3.2841 2.6744 -5.0927
C 4.0785 0.3546 -3.6170
H -0.0544 -1.8919 -0.8698
H 4.2607 -0.8700 -0.4708
H 4.9883 1.4573 -0.0109
H 5.1185 3.0836 -1.8944
H 3.8165 0.0474 -4.6159
C 2.7658 7.7383 -2.9787
C 3.5885 7.5376 -4.2347
O 4.8370 7.0793 -3.7123
C 4.6060 6.5276 -2.4939
O 5.4016 5.9073 -1.8723
O 3.3398 6.7861 -2.0850
H 1.7072 7.5370 -3.1211
H 2.8873 8.7380 -2.5551
H 3.1751 6.7649 -4.8852
H 3.7267 8.4516 -4.8075
C -4.4007 -3.1463 -0.3374
C -3.4397 -3.3690 -1.4838
O -2.2113 -2.8749 -0.9440
C -2.2797 -2.9355 0.4012
O -1.3599 -2.7630 1.1332
O -3.5430 -3.2295 0.8062
H -5.1796 -3.9038 -0.2908
H -4.8612 -2.1557 -0.3585
H -3.3182 -4.4256 -1.7258
H -3.7109 -2.8271 -2.3859
C 7.3149 -3.6017 -1.0234
C 8.4011 -3.3081 -0.0084
O 8.6756 -1.9250 -0.2428
C 7.5702 -1.3697 -0.8178
O 7.4027 -0.2102 -0.9878
O 6.6877 -2.3310 -1.1677
H 6.5967 -4.3445 -0.6860
H 7.7175 -3.9079 -1.9911
H 8.0539 -3.4290 1.0198
H 9.2979 -3.9056 -0.1547
C -4.4314 -6.1764 3.2050
C -5.7727 -6.8347 3.4270
O -6.3960 -6.6898 2.1440
C -5.4218 -6.5439 1.2175
O -5.6060 -6.5574 0.0419
O -4.2163 -6.3751 1.8031
H -3.6322 -6.6293 3.7849
H -4.4527 -5.1063 3.4044
H -5.6837 -7.8987 3.6565
H -6.3614 -6.3490 4.2004
C -2.9086 -1.7307 4.7855
C -4.1602 -0.8942 4.9500
O -5.1954 -1.8856 4.9484
C -4.6530 -3.0575 5.3318
O -5.2830 -4.0365 5.5913
O -3.3064 -2.9787 5.3817
H -2.0429 -1.3178 5.2950
H -2.6519 -1.9067 3.7391
H -4.1894 -0.3637 5.9032
H -4.3002 -0.1775 4.1476
C -4.4591 1.0928 0.0845
C -3.1687 0.9251 0.8517
O -3.4451 1.6578 2.0581
C -4.7786 1.7035 2.2308
O -5.3124 2.0946 3.2251
O -5.4284 1.2462 1.1415
H -4.7021 0.2349 -0.5367
H -4.4648 1.9934 -0.5301
H -2.9596 -0.1144 1.1130
H -2.3042 1.3352 0.3360
C -2.5532 6.4302 2.4826
C -3.3458 5.2054 2.8892
O -3.6625 4.6193 1.6264
C -2.7445 5.0346 0.7212
O -2.6361 4.5946 -0.3741
O -1.9747 6.0238 1.2407
H -1.7771 6.6960 3.1959
H -3.1903 7.2996 2.3056
H -2.7555 4.4928 3.4674
H -4.2532 5.4429 3.4381

Atoms 1-3, force components in eV/Å:
-0.5 -0.4 -0.1
0.7 1.5 0.7
0.1 -0.4 -0.1

Output
Total charge ... -1
Energy ... -4356.5051 a.u.
LUMO energy ... 2.1 eV
Spin multiplicity ... 1
HOMO energy ... -6.17 eV
Gap between HOMO and LUMO ... 0.304 hartree